(1)
# C28H47BrMgN5O6P2

C28H47BrMgN5O6P2 as an isolated structure (the ωB97M-V functional and the def2-TZVPD basis, OMol25).

CARTESIAN COORDINATES (ANGSTROEM)
1 Mg 0.017 0.327 -0.147
2 O 4.120 1.969 2.634
3 C 4.670 1.988 1.375
4 C 5.966 2.420 1.141
5 C 6.459 2.424 -0.157
6 C 5.661 1.999 -1.210
7 C 4.367 1.565 -0.957
8 C 3.856 1.554 0.333
9 C 2.461 1.028 0.606
10 O 1.847 0.543 -0.506
11 N 1.621 2.142 1.229
12 N 0.412 2.310 0.657
13 C -0.166 3.449 0.669
14 C -1.424 3.688 -0.036
15 Br -1.857 2.383 -1.361
16 C -2.218 4.753 0.054
17 C -2.156 5.848 1.038
18 C -2.694 7.078 0.661
19 C -2.654 8.165 1.520
20 C -2.090 8.028 2.781
21 C -1.587 6.798 3.183
22 C -1.622 5.713 2.321
23 H 4.784 2.237 3.279
24 H 6.585 2.751 1.968
25 H 7.471 2.761 -0.339
26 H 6.046 2.002 -2.221
27 H 3.724 1.214 -1.753
28 H 2.545 0.265 1.399
29 H 2.107 2.983 1.514
30 H 0.317 4.308 1.127
31 H -2.995 4.853 -0.696
32 H -3.136 7.184 -0.322
33 H -3.068 9.114 1.207
34 H -2.059 8.872 3.457
35 H -1.179 6.676 4.178
36 H -1.287 4.749 2.678
37 C -2.654 -3.198 0.795
38 N -3.097 -2.681 -0.493
39 C -4.143 -3.481 -1.117
40 P -2.534 -1.314 -1.179
41 O -1.670 -0.610 -0.149
42 N -3.881 -0.496 -1.613
43 C -4.925 -0.272 -0.617
44 C -4.169 0.091 -2.913
45 N -1.699 -1.496 -2.582
46 C -0.369 -0.968 -2.866
47 C -2.149 -2.447 -3.592
48 H -3.511 -3.254 1.472
49 H -1.907 -2.548 1.234
50 H -2.228 -4.195 0.688
51 H -4.906 -3.730 -0.376
52 H -3.746 -4.413 -1.528
53 H -4.636 -2.928 -1.914
54 H -4.602 -0.601 0.369
55 H -5.844 -0.805 -0.876
56 H -5.146 0.795 -0.557
57 H -3.309 0.019 -3.573
58 H -4.420 1.148 -2.799
59 H -5.017 -0.410 -3.389
60 H -0.005 -0.266 -2.117
61 H -0.381 -0.409 -3.804
62 H 0.375 -1.765 -2.929
63 H -3.217 -2.637 -3.511
64 H -1.617 -3.399 -3.510
65 H -1.970 -2.035 -4.586
66 C 0.185 -3.774 3.564
67 C 0.775 -2.570 2.874
68 O 1.463 -2.992 1.680
69 P 1.114 -2.254 0.287
70 O 0.183 -3.262 -0.549
71 C 0.595 -4.501 -1.171
72 C 0.767 -5.625 -0.175
73 O 2.482 -2.520 -0.507
74 C 3.783 -2.118 -0.032
75 C 4.819 -2.832 -0.860
76 H -0.274 -3.478 4.509
77 H 0.960 -4.510 3.775
78 H -0.578 -4.245 2.941
79 H 1.497 -2.056 3.509
80 H -0.007 -1.848 2.614
81 H 1.516 -4.321 -1.726
82 H -0.198 -4.727 -1.885
83 H 1.461 -5.346 0.616
84 H 1.170 -6.499 -0.691
85 H -0.181 -5.914 0.279
86 H 3.867 -2.378 1.025
87 H 3.870 -1.037 -0.147
88 H 4.722 -3.914 -0.761
89 H 5.817 -2.545 -0.526
90 H 4.723 -2.567 -1.913

The lowest unoccupied orbital energy is -0.087 Eh. For the HOMO-LUMO gap, the calculation gives 0.2930 hartree. As for the spin multiplicity: 1. The total charge is +1. The total energy comes out at -5277.1671 a.u.

---

(2)
# C3H4FIO

A 2-piece molecular cluster, C3H4FIO overall at a distorted geometry (the ωB97M-V functional and the def2-TZVPD basis, OMol25).

CARTESIAN COORDINATES (ANGSTROEM)
1 O -1.629 -1.114 0.441
2 C -1.457 -0.124 -0.097
3 C -1.288 0.774 -0.908
4 F -2.556 1.123 -1.275
5 H -0.479 1.349 -1.320
6 C 1.355 -0.503 0.796
7 I 2.773 0.399 -0.604
8 H 0.147 -0.197 0.502
9 H 1.386 -0.198 1.780
10 H 1.747 -1.508 0.686

The lowest unoccupied orbital energy is -0.002 Eh. For the HOMO-LUMO gap, the calculation gives 0.3489 hartree. The SMILES is O=C=CF.CI. As for the spin multiplicity: 1. Its relative energy (zero: lowest compared OMol25 entry of this formula, charge and spin) is 348.7 kJ/mol. The total energy comes out at -589.3594 a.u.

---

(3)
# C3H7NO2

One molecule with the formula C3H7NO2 at a distorted geometry (the ωB97M-V functional and the def2-TZVPD basis, OMol25).

CARTESIAN COORDINATES (ANGSTROEM)
1 C -1.550 -0.479 -1.930
2 N -1.286 0.493 -1.142
3 O -0.602 0.013 -0.063
4 C -0.118 0.993 0.788
5 O 1.296 0.920 0.834
6 C 1.669 -0.477 0.863
7 H -1.338 -1.553 -1.715
8 H -2.249 -0.330 -2.673
9 H -0.563 0.877 1.796
10 H -0.366 2.019 0.506
11 H 0.858 -1.103 1.289
12 H 1.747 -0.803 -0.138
13 H 2.501 -0.570 1.585

The lowest unoccupied orbital energy is 0.040 Eh. For the HOMO-LUMO gap, the calculation gives 0.4058 hartree. The SMILES is C=NOCOC. As for the spin multiplicity: 1. Its relative energy (zero: lowest compared OMol25 entry of this formula, charge and spin) is 408.1 kJ/mol. The total energy comes out at -323.6255 a.u.